[1]
DFT (ωB97M-V with the def2-TZVPD basis set) results for 12 unconnected molecules or ions with the total composition C48H96O24S12 at a distorted geometry.

Summary:
**Calculated total energy**: -230484.4653 eV
**E_HOMO**: -9.72 eV
**SMILES string**: O=S1(=O)CCCC1.O=S1(=O)CCCC1.O=S1(=O)CCCC1.O=S1(=O)CCCC1.O=S1(=O)CCCC1.O=S1(=O)CCCC1.O=S1(=O)CCCC1.O=S1(=O)CCCC1.O=S1(=O)CCCC1.O=S1(=O)CCCC1.O=S1(=O)CCCC1.O=S1(=O)CCCC1
**Orbital gap**: 0.3494 Eh
**Energy above the lowest of the compared OMol25 structures with the same formula, charge and spin**: 7.488 eV

Structure (ORCA input):
```
! wB97M-V def2-TZVPD RIJCOSX def2/J DEFGRID3
* xyz 0 1
O 0.311 -0.413 2.667
S -0.600 0.084 1.618
O -1.592 1.130 1.739
C 0.344 0.274 0.025
C 0.597 -1.136 -0.410
C -0.713 -1.978 -0.235
C -1.510 -1.446 0.979
H 1.186 0.958 0.128
H -0.340 0.698 -0.710
H 0.921 -1.031 -1.446
H 1.384 -1.588 0.192
H -0.549 -3.053 -0.151
H -1.235 -1.801 -1.175
H -1.686 -2.109 1.826
H -2.464 -1.052 0.629
O -4.871 -3.683 -7.543
S -5.286 -2.337 -7.105
O -6.673 -2.032 -6.767
C -4.246 -1.794 -5.555
C -3.657 -0.416 -5.947
C -4.342 0.143 -7.174
C -4.506 -1.019 -8.182
H -3.463 -2.530 -5.375
H -4.922 -1.877 -4.704
H -3.782 0.208 -5.063
H -2.595 -0.418 -6.195
H -3.603 0.873 -7.506
H -5.270 0.703 -7.053
H -3.536 -1.437 -8.452
H -5.147 -0.836 -9.044
O -2.310 4.507 -3.978
S -0.848 4.589 -4.130
O -0.046 3.349 -4.255
C -0.338 5.801 -5.478
C -0.198 7.204 -4.882
C -0.532 7.142 -3.378
C -0.182 5.776 -2.876
H -0.961 5.464 -6.306
H 0.696 5.584 -5.743
H 0.767 7.615 -5.179
H -0.808 7.892 -5.467
H -1.612 6.994 -3.417
H -0.290 7.948 -2.686
H -0.538 5.354 -1.936
H 0.897 5.624 -2.920
O -4.323 -4.135 5.605
S -5.088 -5.384 5.747
O -5.432 -6.172 4.556
C -4.281 -6.472 7.044
C -5.404 -7.148 7.849
C -6.405 -6.038 8.173
C -6.495 -5.139 6.873
H -3.752 -5.845 7.762
H -3.516 -7.092 6.579
H -6.096 -7.741 7.250
H -5.061 -7.742 8.696
H -6.146 -5.435 9.043
H -7.364 -6.541 8.294
H -6.431 -4.085 7.143
H -7.419 -5.373 6.344
O 0.217 -4.641 -4.863
S 0.904 -5.094 -6.083
O 1.906 -4.356 -6.837
C 1.728 -6.724 -5.768
C 1.339 -7.620 -6.994
C 0.003 -7.307 -7.479
C -0.328 -5.797 -7.269
H 1.301 -7.147 -4.859
H 2.753 -6.454 -5.513
H 2.200 -7.452 -7.640
H 1.370 -8.650 -6.638
H -0.755 -7.920 -6.992
H -0.100 -7.573 -8.531
H -1.311 -5.491 -6.911
H -0.196 -5.169 -8.151
O -2.164 4.508 8.664
S -2.904 3.346 9.141
O -3.738 3.512 10.380
C -3.726 2.335 7.849
C -2.477 1.610 7.137
C -1.523 1.035 8.203
C -1.712 1.920 9.491
H -4.270 3.037 7.218
H -4.395 1.662 8.386
H -2.936 0.882 6.468
H -1.985 2.375 6.536
H -0.524 0.953 7.775
H -1.832 0.046 8.544
H -0.862 2.325 10.040
H -2.381 1.371 10.153
O 10.033 -1.717 -2.460
S 8.806 -2.569 -2.441
O 8.968 -4.058 -2.502
C 7.662 -2.217 -0.988
C 6.274 -2.298 -1.610
C 6.303 -2.776 -3.103
C 7.610 -2.085 -3.748
H 7.940 -1.204 -0.698
H 7.959 -2.974 -0.263
H 5.847 -3.066 -0.965
H 5.716 -1.382 -1.416
H 5.452 -2.470 -3.712
H 6.309 -3.832 -3.373
H 7.643 -0.995 -3.755
H 7.956 -2.538 -4.677
O -1.608 -9.089 -2.609
S -2.935 -8.811 -2.112
O -3.670 -9.960 -1.520
C -3.058 -7.337 -0.975
C -3.651 -6.220 -1.871
C -4.690 -6.877 -2.785
C -3.861 -7.973 -3.465
H -2.127 -7.068 -0.475
H -3.754 -7.596 -0.178
H -4.075 -5.492 -1.180
H -2.839 -5.741 -2.418
H -5.151 -6.210 -3.514
H -5.457 -7.373 -2.191
H -3.164 -7.658 -4.242
H -4.502 -8.679 -3.993
O -3.409 7.001 0.686
S -4.863 6.789 0.839
O -5.792 7.905 1.007
C -5.438 5.732 -0.523
C -5.355 4.337 0.024
C -5.946 4.371 1.427
C -5.206 5.487 2.112
H -4.854 5.982 -1.409
H -6.465 5.965 -0.802
H -6.029 3.643 -0.479
H -4.328 3.972 0.016
H -5.839 3.403 1.916
H -6.993 4.652 1.544
H -4.204 5.162 2.393
H -5.623 5.831 3.058
O 3.198 7.065 1.106
S 3.556 7.178 2.519
O 4.837 7.832 2.861
C 2.147 7.991 3.479
C 1.373 6.827 4.203
C 2.420 5.786 4.618
C 3.335 5.579 3.368
H 1.645 8.545 2.686
H 2.630 8.650 4.201
H 0.841 7.185 5.084
H 0.548 6.479 3.582
H 1.969 4.887 5.039
H 3.052 6.181 5.414
H 2.791 4.983 2.635
H 4.312 5.097 3.381
O 8.017 -1.697 4.155
S 6.584 -1.719 4.545
O 5.911 -2.979 4.374
C 6.221 -1.218 6.281
C 4.967 -0.397 6.084
C 5.189 0.437 4.747
C 5.590 -0.477 3.676
H 7.093 -0.666 6.632
H 6.098 -2.171 6.795
H 4.089 -1.031 5.963
H 4.801 0.215 6.970
H 5.950 1.210 4.855
H 4.352 1.095 4.513
H 6.393 0.002 3.116
H 4.772 -0.976 3.156
O 7.307 2.971 -2.134
S 6.168 3.884 -1.983
O 5.375 3.869 -0.726
C 6.695 5.556 -2.349
C 6.290 5.805 -3.846
C 4.897 5.232 -3.956
C 5.050 3.813 -3.459
H 7.671 5.628 -1.870
H 6.040 6.231 -1.798
H 6.110 6.861 -4.046
H 7.049 5.436 -4.535
H 4.627 5.321 -5.008
H 4.364 5.920 -3.300
H 5.665 3.291 -4.193
H 4.179 3.212 -3.198
*
```

[2]
DFT (ωB97M-V with the def2-TZVPD basis set) results for 9 unconnected molecules or ions with the total composition C49H113Cl3O24 at a distorted geometry.

Summary:
**Calculated total energy**: -139337.8681 eV
**E_HOMO**: -9.20 eV
**SMILES string**: COCCOCCOC.COCCOCCOC.COCCOCCOC.COCCOCCOC.COCCOCCOC.COCCOCCOC.COCCOCCOC.COCCOCCOC.ClC(Cl)Cl
**Orbital gap**: 0.3539 Eh

Structure (ORCA input):
```
! wB97M-V def2-TZVPD RIJCOSX def2/J DEFGRID3
* xyz 0 1
C -8.723 -2.490 1.681
O -8.459 -1.193 2.161
C -7.723 -0.403 1.241
C -7.268 0.912 1.831
O -6.347 0.855 2.879
C -4.978 0.811 2.510
C -4.211 0.539 3.778
O -2.824 0.304 3.459
C -2.138 -0.130 4.610
H -9.354 -2.984 2.454
H -7.842 -3.088 1.533
H -9.289 -2.414 0.746
H -8.297 -0.152 0.367
H -6.870 -1.017 0.914
H -8.145 1.451 2.202
H -6.781 1.470 1.013
H -4.682 1.780 2.049
H -4.719 -0.005 1.868
H -4.545 -0.408 4.245
H -4.286 1.385 4.469
H -2.447 -1.157 4.952
H -2.304 0.504 5.474
H -1.117 -0.142 4.301
C -1.180 5.051 -1.674
O -0.617 5.837 -2.719
C -0.634 7.213 -2.525
C 0.334 7.656 -1.496
O -0.207 7.656 -0.175
C 0.797 7.898 0.817
C 1.503 6.596 1.176
O 2.537 6.890 2.082
C 3.318 5.736 2.367
H -0.448 4.970 -0.852
H -1.479 4.084 -2.093
H -1.994 5.603 -1.201
H -1.628 7.581 -2.303
H -0.272 7.605 -3.466
H 0.655 8.699 -1.688
H 1.203 6.984 -1.571
H 0.300 8.367 1.664
H 1.498 8.705 0.529
H 1.948 6.112 0.286
H 0.800 5.874 1.613
H 2.659 4.885 2.670
H 4.049 5.996 3.119
H 3.968 5.421 1.497
C 4.508 1.787 1.852
O 4.620 1.865 3.285
C 4.532 0.543 3.859
C 5.604 -0.326 3.308
O 6.826 0.317 3.495
C 7.903 -0.445 3.010
C 9.260 0.221 3.424
O 9.384 0.094 4.829
C 10.222 1.030 5.448
H 3.771 1.061 1.525
H 5.452 1.476 1.387
H 4.220 2.809 1.575
H 3.542 0.105 3.639
H 4.761 0.665 4.905
H 5.423 -0.555 2.224
H 5.530 -1.293 3.832
H 8.034 -0.533 1.891
H 7.814 -1.459 3.395
H 9.242 1.312 3.163
H 10.102 -0.335 2.914
H 11.252 1.183 5.017
H 10.400 0.697 6.479
H 9.785 2.024 5.597
C 3.748 -6.474 -3.180
O 3.522 -5.398 -4.046
C 2.330 -4.723 -3.716
C 2.409 -3.364 -4.407
O 1.199 -2.707 -4.322
C 1.260 -1.518 -5.026
C 0.111 -0.705 -4.624
O 0.263 -0.173 -3.329
C -0.727 0.701 -2.910
H 3.817 -6.118 -2.156
H 4.681 -6.933 -3.426
H 2.956 -7.247 -3.113
H 2.210 -4.494 -2.660
H 1.486 -5.322 -4.090
H 2.640 -3.444 -5.488
H 3.258 -2.844 -3.917
H 1.178 -1.726 -6.124
H 2.131 -0.937 -4.783
H -0.737 -1.374 -4.694
H -0.004 0.170 -5.288
H -0.692 1.627 -3.481
H -0.511 0.955 -1.880
H -1.705 0.225 -3.105
C -6.395 -3.580 -1.078
O -5.882 -2.312 -0.763
C -6.013 -1.392 -1.806
C -5.370 -0.107 -1.390
O -5.394 0.589 -2.622
C -4.619 1.828 -2.699
C -5.479 3.079 -2.428
O -5.584 3.236 -1.014
C -6.546 4.252 -0.645
H -6.061 -4.274 -0.328
H -6.101 -3.949 -2.078
H -7.483 -3.585 -1.206
H -7.109 -1.234 -1.984
H -5.504 -1.716 -2.776
H -4.336 -0.329 -1.081
H -5.854 0.428 -0.568
H -4.426 1.947 -3.777
H -3.753 1.836 -2.029
H -6.486 3.015 -2.908
H -4.890 3.938 -2.830
H -6.755 4.139 0.403
H -7.388 4.160 -1.288
H -6.090 5.256 -0.804
C -4.491 -3.544 2.591
O -3.273 -3.503 3.328
C -2.315 -2.791 2.541
C -0.976 -3.163 3.133
O -0.015 -2.251 2.623
C 1.127 -2.047 3.436
C 2.301 -2.846 2.913
O 3.274 -2.860 3.885
C 4.312 -3.743 3.576
H -5.188 -2.802 2.984
H -4.817 -4.556 2.775
H -4.401 -3.363 1.519
H -2.493 -1.702 2.618
H -2.315 -3.128 1.492
H -0.688 -4.208 2.864
H -0.967 -3.056 4.256
H 0.952 -2.483 4.431
H 1.328 -1.001 3.528
H 2.668 -2.381 1.964
H 1.941 -3.864 2.742
H 4.902 -4.004 4.479
H 4.994 -3.354 2.778
H 3.857 -4.748 3.256
C 3.580 5.692 -2.711
O 2.840 5.130 -1.685
C 2.126 3.945 -1.966
C 2.984 2.777 -2.399
O 3.996 2.460 -1.447
C 4.888 1.417 -1.773
C 4.183 0.101 -1.955
O 3.236 -0.057 -0.910
C 2.417 -1.171 -1.156
H 2.953 5.899 -3.625
H 4.418 5.078 -3.063
H 3.963 6.601 -2.268
H 1.379 4.196 -2.730
H 1.720 3.661 -1.022
H 3.339 2.951 -3.445
H 2.266 1.969 -2.471
H 5.564 1.372 -0.930
H 5.375 1.707 -2.718
H 4.892 -0.781 -1.958
H 3.652 0.041 -2.952
H 1.933 -1.012 -2.111
H 1.677 -1.030 -0.357
H 2.890 -2.144 -1.162
C 0.936 -6.433 -0.220
O 0.687 -5.272 -0.910
C 0.575 -4.126 -0.152
C -0.213 -3.130 -0.980
O -1.534 -3.643 -0.873
C -2.484 -2.805 -1.553
C -2.471 -2.833 -3.117
O -2.810 -4.101 -3.723
C -1.727 -5.072 -3.815
H 1.010 -7.269 -0.901
H 0.154 -6.732 0.527
H 1.907 -6.355 0.325
H 1.592 -3.781 0.051
H -0.059 -4.392 0.720
H 0.182 -3.049 -1.978
H -0.192 -2.107 -0.554
H -2.400 -1.754 -1.264
H -3.448 -3.127 -1.174
H -1.443 -2.570 -3.394
H -3.191 -2.072 -3.429
H -2.087 -5.740 -4.573
H -1.466 -5.441 -2.860
H -0.845 -4.600 -4.241
Cl -1.672 0.220 0.365
C -0.780 1.477 1.259
Cl -1.581 3.014 1.355
Cl 0.809 1.715 0.572
H -0.687 1.089 2.257
*
```